--- one ---
Formula: C2H5NP2
Source: the Open Molecules 2025 dataset
Level of theory: ωB97M-V/def2-TZVPD

Element x y z (Å)
C 0.68 1.24 0.18
C -0.25 -1.36 0.23
N -1.50 1.16 -0.10
P -1.95 -0.26 -0.02
P 1.22 -0.30 -0.28
H 0.72 1.97 -0.61
H 0.42 1.44 1.23
H 0.04 -1.64 1.30
H -0.51 -2.30 -0.19
H 1.12 0.04 -1.74

Values from the calculation:
Charge: 0
Gap between HOMO and LUMO (eV): 8.34
LUMO level (Eh): -0.0116


--- two ---
Formula: C2H5NP2
Source: the Open Molecules 2025 dataset
Level of theory: ωB97M-V/def2-TZVPD

Element x y z (Å)
C 0.53 2.40 1.66
C -0.64 -1.52 -1.15
N 0.63 3.19 0.85
P 0.02 -0.42 0.33
P 0.45 1.08 2.74
H -1.71 -1.64 -1.18
H -0.23 -1.04 -2.02
H -0.26 -2.53 -1.09
H 1.50 -0.38 0.17
H -0.29 0.86 -0.32

Values from the calculation:
Charge: 0
Gap between HOMO and LUMO (alpha / beta) (eV): 6.38 / 6.26
LUMO level (alpha / beta) (Eh): -0.0720 / -0.0686


Stability, lowest: one


--- one ---
Formula: C7H8
Source: the Open Molecules 2025 dataset
Level of theory: ωB97M-V/def2-TZVPD

Element x y z (Å)
C 1.44 -3.51 0.85
C 1.31 -2.41 0.36
C 1.23 0.88 0.44
C 0.76 -0.32 0.24
C -0.22 0.74 -0.06
C -0.41 1.06 -1.51
C -1.42 0.75 0.83
H 1.67 -4.55 1.10
H 1.93 1.68 0.37
H 0.18 0.35 -2.17
H -0.03 2.07 -1.65
H -1.38 1.19 -1.86
H -1.80 -0.38 0.76
H -2.22 1.48 0.52
H -1.02 0.99 1.79

Values from the calculation:
Charge: 0
Gap between HOMO and LUMO (eV): 9.38
LUMO level (Eh): -0.0106


--- two ---
Formula: C7H8
Source: the Open Molecules 2025 dataset
Level of theory: ωB97M-V/def2-TZVPD

Element x y z (Å)
C -1.06 -0.73 -1.06
C -0.23 0.04 -0.01
C -1.03 0.24 1.29
C 1.08 -0.62 0.24
C 2.28 -0.78 0.29
C 0.36 1.30 -0.54
C 1.11 2.23 -0.93
H -0.49 -0.84 -1.99
H -1.98 -0.19 -1.28
H -1.32 -1.72 -0.68
H -1.30 -0.73 1.71
H -0.45 0.80 2.02
H -1.96 0.79 1.08
H 3.34 -0.91 0.33
H 1.65 1.11 -0.48

Values from the calculation:
Charge: 0
Gap between HOMO and LUMO (eV): 10.69
LUMO level (Eh): 0.0174


Stability, lowest: one


--- one ---
Formula: C7H8
Source: the Open Molecules 2025 dataset
Level of theory: ωB97M-V/def2-TZVPD

Element x y z (Å)
C -0.08 -1.52 -0.47
C -0.24 -0.07 -0.07
C 0.16 1.06 -0.92
C 1.08 0.69 0.28
C 2.33 0.13 -0.14
C -1.40 0.19 0.77
C -2.49 0.33 1.27
H -0.99 -1.88 -0.96
H 0.78 -1.64 -1.12
H 0.07 -2.12 0.44
H 0.94 1.25 1.20
H 0.58 0.84 -1.89
H -0.39 2.00 -0.83
H 3.08 0.28 0.68
H -3.44 0.46 1.76

Values from the calculation:
Charge: 0
Gap between HOMO and LUMO (eV): 8.17
LUMO level (Eh): -0.0105


--- two ---
Formula: C7H8
Source: the Open Molecules 2025 dataset
Level of theory: ωB97M-V/def2-TZVPD

Element x y z (Å)
C 2.03 0.01 0.03
C 0.53 -0.02 0.03
C -0.51 -1.15 -0.18
C -1.45 -0.17 -0.85
C -1.52 -0.39 0.64
C -0.48 0.73 0.88
C -0.42 0.97 -0.62
H 2.39 0.97 0.43
H 2.45 -0.79 0.66
H 2.44 -0.11 -0.98
H -0.43 -2.23 -0.20
H -2.20 -0.32 -1.62
H -2.33 -0.80 1.23
H -0.31 1.41 1.71
H -0.20 1.89 -1.15

Values from the calculation:
Charge: 0
Gap between HOMO and LUMO (eV): 9.81
LUMO level (Eh): 0.0458


Stability, lowest: one


--- one ---
Formula: C7H8
Source: the Open Molecules 2025 dataset
Level of theory: ωB97M-V/def2-TZVPD

Element x y z (Å)
C -0.09 -1.49 -0.19
C -0.32 -0.11 0.44
C 0.33 1.01 -0.40
C 1.79 0.90 -0.39
C 2.98 0.77 -0.33
C -1.75 0.14 0.66
C -2.92 0.32 0.89
H -0.38 -1.48 -1.25
H 0.97 -1.76 -0.13
H -0.67 -2.26 0.32
H 0.16 -0.10 1.43
H -0.05 0.95 -1.43
H 0.03 1.99 -0.01
H 4.04 0.67 -0.27
H -3.95 0.47 1.11

Values from the calculation:
Charge: 0
Gap between HOMO and LUMO (eV): 10.96
LUMO level (Eh): 0.0374


--- two ---
Formula: C7H8
Source: the Open Molecules 2025 dataset
Level of theory: ωB97M-V/def2-TZVPD

Element x y z (Å)
C -0.21 -1.46 -0.43
C -0.53 -0.05 -0.07
C 0.37 1.04 -0.63
C 1.79 0.86 -0.34
C 2.96 0.68 -0.08
C -1.46 0.27 0.90
C -2.47 -0.04 1.74
H 0.14 -1.53 -1.47
H 0.62 -1.83 0.20
H -1.07 -2.11 -0.26
H -0.66 0.85 1.43
H 0.22 1.03 -1.72
H 0.03 2.03 -0.28
H 3.99 0.53 0.15
H -3.48 -0.11 1.31

Values from the calculation:
Charge: 0
Gap between HOMO and LUMO (alpha / beta) (eV): 7.66 / 7.37
LUMO level (alpha / beta) (Eh): -0.0134 / -0.0105


--- three ---
Formula: C7H8
Source: the Open Molecules 2025 dataset
Level of theory: ωB97M-V/def2-TZVPD

Element x y z (Å)
C 1.83 0.70 -0.57
C 2.03 0.35 -1.80
C 0.47 0.14 -0.17
C 0.12 -1.23 0.48
C -1.20 -0.43 0.45
C -0.39 0.81 0.91
C -0.84 -0.03 -1.00
H 2.35 1.35 0.15
H 0.56 -1.42 1.46
H 0.15 -2.13 -0.15
H -2.18 -0.73 0.85
H -0.76 1.80 0.63
H 0.06 0.78 1.90
H -0.90 -0.84 -1.74
H -1.29 0.88 -1.39

Values from the calculation:
Charge: 0
Gap between HOMO and LUMO (eV): 9.86
LUMO level (Eh): -0.0024


--- four ---
Formula: C7H8
Source: the Open Molecules 2025 dataset
Level of theory: ωB97M-V/def2-TZVPD

Element x y z (Å)
C 1.89 -0.03 0.17
C 0.39 -0.05 0.07
C -0.57 -1.23 -0.17
C -1.58 -0.18 -0.64
C -1.90 0.50 0.66
C -0.52 0.81 0.93
C -0.50 0.92 -0.65
H 2.27 0.98 0.39
H 2.23 -0.69 0.97
H 2.37 -0.36 -0.76
H -0.33 -2.07 -0.82
H -2.33 -0.33 -1.41
H -0.94 -1.62 0.80
H -0.17 1.53 1.66
H -0.29 1.83 -1.21

Values from the calculation:
Charge: 0
Gap between HOMO and LUMO (eV): 8.75
LUMO level (Eh): 0.0351


Stability, lowest: two


--- one ---
Formula: C7H8
Source: the Open Molecules 2025 dataset
Level of theory: ωB97M-V/def2-TZVPD

Element x y z (Å)
C -1.66 1.29 -0.56
C -0.79 -0.93 0.23
C -0.53 0.29 -0.42
C 0.78 0.67 -0.67
C 1.75 0.15 0.24
C 1.50 -1.08 0.81
C 0.30 -1.75 0.53
H -1.89 1.43 -1.62
H -1.32 2.27 -0.19
H -2.52 1.11 0.08
H -1.80 -1.26 0.39
H 1.23 1.38 -1.36
H 2.56 0.79 0.53
H 2.20 -1.55 1.48
H 0.21 -2.82 0.52

Values from the calculation:
Charge: 0
Gap between HOMO and LUMO (eV): 9.51
LUMO level (Eh): 0.0328


--- two ---
Formula: C7H8
Source: the Open Molecules 2025 dataset
Level of theory: ωB97M-V/def2-TZVPD

Element x y z (Å)
C -3.05 -0.05 0.00
C -4.19 -0.75 0.04
C -0.88 1.38 -0.03
C 0.56 1.04 -0.01
C 1.18 -0.18 -0.05
C -2.01 0.68 -0.04
C 2.69 -0.58 0.04
H -5.02 -0.23 0.39
H -4.16 -1.72 -0.25
H -1.12 2.40 0.14
H 1.03 2.02 0.11
H 0.50 -1.09 -0.29
H 3.00 -0.36 1.02
H 3.24 0.10 -0.53
H 2.93 -1.57 -0.16

Values from the calculation:
Charge: 0
Gap between HOMO and LUMO (eV): 7.84
LUMO level (Eh): -0.0067


--- three ---
Formula: C7H8
Source: the Open Molecules 2025 dataset
Level of theory: ωB97M-V/def2-TZVPD

Element x y z (Å)
C 0.78 0.10 -1.42
C 0.43 -0.21 0.02
C -0.68 -1.14 0.40
C -1.55 0.05 0.34
C -2.51 0.28 -0.69
C 1.38 0.23 1.01
C 2.21 0.58 1.81
H 1.78 -0.30 -1.66
H 0.03 -0.34 -2.08
H 0.82 1.18 -1.60
H -1.46 0.77 1.15
H -0.88 -1.87 -0.38
H -0.54 -1.60 1.38
H -2.74 1.37 -0.80
H 2.94 0.89 2.53

Values from the calculation:
Charge: 0
Gap between HOMO and LUMO (alpha / beta) (eV): 6.42 / 8.58
LUMO level (alpha / beta) (Eh): -0.0313 / -0.0261


Stability, lowest: three


--- one ---
Formula: C7H8
Source: the Open Molecules 2025 dataset
Level of theory: ωB97M-V/def2-TZVPD

Element x y z (Å)
C -4.57 0.35 -0.35
C -3.43 0.01 -0.23
C 0.28 -1.31 1.05
C -0.53 -0.63 0.32
C 0.83 -0.13 0.08
C 1.57 -0.53 -1.16
C 1.30 1.14 0.74
H -5.58 0.62 -0.49
H 0.60 -2.03 1.75
H 1.21 -1.49 -1.53
H 2.64 -0.59 -0.98
H 1.41 0.21 -1.95
H 1.41 1.93 0.01
H 2.27 0.99 1.22
H 0.59 1.46 1.51

Values from the calculation:
Charge: 0
Gap between HOMO and LUMO (alpha / beta) (eV): 6.91 / 8.96
LUMO level (alpha / beta) (Eh): -0.0688 / -0.0448


--- two ---
Formula: C7H8
Source: the Open Molecules 2025 dataset
Level of theory: ωB97M-V/def2-TZVPD

Element x y z (Å)
C 1.50 0.52 -0.45
C 0.25 -0.17 0.05
C -0.68 -0.82 -0.88
C -1.14 0.52 -0.21
C -1.17 1.58 -1.16
C 0.36 -0.77 1.37
C 0.49 -1.29 2.45
H 2.33 -0.20 -0.51
H 1.32 0.96 -1.43
H 1.79 1.32 0.24
H -1.85 0.38 0.61
H -0.47 -0.77 -1.94
H -1.25 -1.68 -0.54
H -2.09 2.16 -0.98
H 0.60 -1.74 3.41

Values from the calculation:
Charge: 0
Gap between HOMO and LUMO (eV): 8.35
LUMO level (Eh): -0.0058


--- three ---
Formula: C7H8
Source: the Open Molecules 2025 dataset
Level of theory: ωB97M-V/def2-TZVPD

Element x y z (Å)
C -1.03 -0.72 -1.06
C -0.20 0.02 0.00
C -1.01 0.25 1.29
C 1.09 -0.67 0.27
C 2.28 -0.85 0.32
C 0.39 1.29 -0.53
C 0.91 2.35 -0.97
H -0.47 -0.81 -1.99
H -1.96 -0.17 -1.27
H -1.29 -1.72 -0.71
H -1.27 -0.71 1.75
H -0.42 0.83 2.01
H -1.93 0.79 1.07
H 3.34 -1.01 0.37
H 1.59 1.13 -0.48

Values from the calculation:
Charge: 0
Gap between HOMO and LUMO (eV): 10.89
LUMO level (Eh): 0.0226


Stability, lowest: one


--- one ---
Formula: C3H7ClN3
Source: the Open Molecules 2025 dataset
Level of theory: ωB97M-V/def2-TZVPD

Element x y z (Å)
C -1.19 0.17 -0.71
C -1.88 -0.48 2.93
C -1.58 0.36 -2.99
N -0.58 -0.94 0.93
N -0.99 -0.92 1.99
N -0.78 -0.07 -1.92
Cl -2.60 1.07 -0.65
H -2.73 0.11 2.65
H -1.33 -0.13 3.80
H -2.30 -1.34 3.55
H -1.49 -0.21 -3.97
H -1.44 1.42 -3.20
H -2.62 0.29 -2.73
H 0.07 -0.55 -2.20

Values from the calculation:
Charge: +1
Gap between HOMO and LUMO (alpha / beta) (eV): 8.68 / 8.68
LUMO level (alpha / beta) (Eh): -0.1652 / -0.1653


--- two ---
Formula: C3H7ClN3
Source: the Open Molecules 2025 dataset
Level of theory: ωB97M-V/def2-TZVPD

Element x y z (Å)
C -0.06 -1.00 -0.63
C 1.47 -0.20 0.73
C -1.86 0.65 -0.39
N 0.35 0.71 0.68
N -0.50 0.18 -0.29
N 1.00 -1.34 0.05
Cl 2.92 0.45 -0.24
H -0.56 -1.30 -1.52
H 1.81 -0.41 2.00
H -2.03 1.58 -1.03
H -2.56 -0.14 -0.68
H -2.21 0.94 0.65
H 0.46 1.73 0.84
H 1.78 -1.84 -0.17

Values from the calculation:
Charge: +1
Gap between HOMO and LUMO (eV): 9.72
LUMO level (Eh): -0.1532


Stability, lowest: one


--- one ---
Formula: C4H4N4
Source: the Open Molecules 2025 dataset
Level of theory: ωB97M-V/def2-TZVPD

Element x y z (Å)
C -1.92 -0.24 0.07
C -1.21 1.07 -0.08
C 0.13 0.64 -0.05
C 1.32 -1.23 -0.15
H -2.91 -0.37 0.46
H -1.67 2.05 -0.27
H 2.07 1.84 -0.25
H 1.63 -2.26 0.09
N 1.46 0.92 0.19
N 2.26 -0.37 0.10
N 0.10 -0.68 -0.18
N -1.29 -1.37 0.08

Values from the calculation:
Charge: 0
Gap between HOMO and LUMO (eV): 9.09
LUMO level (Eh): 0.0280


--- two ---
Formula: C4H4N4
Source: the Open Molecules 2025 dataset
Level of theory: ωB97M-V/def2-TZVPD

Element x y z (Å)
C -0.50 0.20 -0.34
C -1.03 0.09 0.89
C 0.96 0.41 -0.23
C 1.80 -0.55 0.47
H -1.80 -1.47 -0.37
H -0.48 -1.72 -1.57
H -0.98 0.92 -0.98
H 0.60 2.43 -0.33
N -0.81 -1.37 -0.56
N -1.74 0.44 1.82
N 1.43 1.69 -0.10
N 2.56 -1.05 1.30

Values from the calculation:
Charge: 0
Gap between HOMO and LUMO (eV): 9.97
LUMO level (Eh): -0.0455


--- three ---
Formula: C4H4N4
Source: the Open Molecules 2025 dataset
Level of theory: ωB97M-V/def2-TZVPD

Element x y z (Å)
C -0.12 0.51 -2.01
C -0.30 -0.60 -1.36
C 0.55 0.12 2.07
C 0.35 0.88 -0.01
H -0.34 0.86 -3.11
H -0.80 -1.52 -1.75
H -0.63 -1.70 1.68
H 0.60 -0.16 3.06
N -0.12 -0.48 0.07
N -0.11 -0.81 1.29
N 0.66 1.30 1.30
N 0.25 1.59 -1.21

Values from the calculation:
Charge: 0
Gap between HOMO and LUMO (eV): 8.60
LUMO level (Eh): 0.0113


Stability, lowest: two